(1)
This record from OMol25 describes a structure of composition C37H39Br2ClIN5O2PtSe. The level of theory is wB97M-V/def2-TZVPD.

Structure (ORCA input):
```
! wB97M-V def2-TZVPD RIJCOSX def2/J DEFGRID3
* xyz 2 1
Pt 1.183 1.335 -0.656
I 1.203 1.894 4.526
Br -5.495 1.151 -1.069
Br -0.428 1.344 -7.175
Se 1.055 -1.308 -0.288
Cl 6.764 1.141 3.492
O 1.383 3.281 -1.178
O 1.297 1.557 1.392
N -1.746 -1.862 -0.523
N -0.914 1.568 -0.781
N 3.293 1.257 -0.298
N 0.733 0.944 -2.721
N -1.214 -1.151 1.481
C -0.128 5.128 -0.889
C 3.606 1.320 1.022
C -0.934 -3.734 -1.965
C -4.874 -1.282 2.078
C -1.480 1.266 -1.953
C 1.894 -2.754 3.271
C 2.526 1.499 1.884
C -4.259 -1.992 -0.163
C -2.977 -5.258 -1.699
C 0.051 1.178 -5.378
C 2.806 1.586 3.232
C -0.430 -1.810 3.748
C -0.542 1.146 -3.068
C -1.628 -2.376 -1.892
C -2.846 1.113 -2.068
C 4.934 1.208 1.478
C -0.453 -0.737 2.662
C -3.560 -1.056 2.434
C 1.667 0.875 -3.669
C 4.116 1.465 3.722
C 5.593 0.986 -0.824
C 1.020 4.311 -0.288
C -1.667 1.793 0.296
C -1.612 -4.840 -1.159
C 0.400 -3.044 3.402
C 5.935 1.010 0.504
C -3.639 1.343 -0.949
C 2.230 5.213 -0.038
C -3.044 1.708 0.252
C -2.932 -1.765 0.194
C -2.593 -1.309 1.464
C -5.218 -1.743 0.798
C 5.168 1.282 2.868
C -0.920 1.277 -4.388
C -0.732 -1.463 0.267
C 4.251 1.121 -1.192
C 1.374 0.973 -5.013
H 6.964 0.875 0.809
H -3.642 1.919 1.127
H -3.304 0.829 -3.004
H 6.343 0.856 -1.591
H -4.544 -2.333 -1.148
H -0.374 5.963 -0.235
H 0.098 -3.624 -1.627
H 2.251 -2.187 4.133
H 2.454 -3.688 3.223
H -1.946 1.475 -4.662
H -5.659 -1.093 2.798
H 0.556 -0.492 2.346
H -2.638 -2.452 -2.291
H 2.129 -2.192 2.365
H 2.683 0.725 -3.343
H 3.026 4.637 0.438
H -1.455 -2.117 3.971
H -3.351 -6.116 -1.141
H -0.900 -4.016 -3.021
H -6.261 -1.887 0.550
H 4.301 1.506 4.787
H 3.962 1.128 -2.231
H -1.073 -1.646 -2.485
H -1.010 4.493 -1.007
H 1.946 6.039 0.613
H -1.142 2.059 1.207
H 0.683 3.927 0.686
H -2.908 -5.548 -2.749
H -3.297 -0.690 3.417
H 0.255 -3.767 4.206
H -0.914 0.171 3.051
H -3.720 -4.463 -1.607
H 2.152 0.909 -5.760
H -0.022 -1.347 4.649
H -1.705 -4.534 -0.111
H 2.601 5.603 -0.986
H 0.166 5.508 -1.868
H -0.951 -5.707 -1.179
H 0.024 -3.511 2.484
*
```

## Properties
Energy = -10283.82814 Eh
HOMO energy = -12.9 eV

Formally, the Löwdin partial charges of the atoms, in units of the elementary charge, are as follows: Pt 1.35; I 1.06; Br 0.92; Br 0.90; Se 0.85; Cl 0.77; O -0.31; O -0.30; N 0.01; N -0.01; N -0.02; N -0.03; N 0.01; C -0.04; C -0.16; C -0.19; C -0.04; C -0.20; C -0.10; C -0.43; C -0.03; C -0.09; C -0.65; C -0.60; C -0.17; C -0.20; C -0.14; C -0.02; C -0.14; C -0.19; C 0.01; C -0.06; C -0.13; C 0.00; C -0.56; C -0.07; C -0.24; C -0.24; C 0.04; C -0.63; C -0.04; C -0.05; C -0.15; C -0.15; C -0.08; C -0.60; C -0.01; C -0.58; C -0.07; C -0.04; H 0.11; H 0.13; H 0.12; H 0.13; H 0.11; H 0.09; H 0.07; H 0.08; H 0.08; H 0.12; H 0.12; H 0.06; H 0.12; H 0.02; H 0.10; H 0.07; H 0.11; H 0.08; H 0.13; H 0.12; H 0.11; H 0.10; H 0.10; H 0.06; H 0.09; H 0.13; H 0.12; H 0.08; H 0.12; H 0.12; H 0.08; H 0.05; H 0.13; H 0.11; H 0.10; H 0.09; H 0.09; H 0.12; H 0.10

***

(2)
This record from OMol25 describes a structure of composition C37H39ClFN5O5Ti. The level of theory is wB97M-V/def2-TZVPD.

Structure (ORCA input):
```
! wB97M-V def2-TZVPD RIJCOSX def2/J DEFGRID3
* xyz 0 1
Ti -7.391 -18.414 -7.723
Cl -8.833 -13.034 -14.219
F -6.845 -24.756 -7.612
O -6.376 -18.686 -6.078
O -7.947 -12.980 -8.427
O -9.160 -18.378 -7.622
O -6.571 -16.940 -8.804
O -8.779 -18.808 -14.170
N -7.492 -15.378 -7.369
N -8.103 -19.893 -11.672
N -7.418 -19.035 -9.826
N -6.943 -19.275 -11.961
N -7.564 -16.484 -6.547
C -8.503 -21.325 -15.615
C -10.455 -16.946 -12.617
C -5.796 -14.990 -10.622
C -7.378 -17.373 -4.373
C -8.350 -19.794 -10.360
C -7.204 -13.393 -9.487
C -7.010 -12.516 -10.537
C -6.325 -19.523 -3.884
C -7.641 -17.207 -3.021
C -8.314 -21.469 -7.302
C -9.832 -20.895 -14.980
C -5.902 -22.623 -7.975
C -10.890 -19.428 -13.178
C -11.008 -16.381 -13.757
C -6.936 -15.709 -8.512
C -10.530 -15.167 -14.245
C -10.900 -18.297 -12.124
C -8.977 -15.045 -12.427
C -10.327 -17.770 -7.188
C -10.637 -20.104 -16.007
C -6.638 -14.693 -9.548
C -9.515 -14.500 -13.563
C -10.612 -22.149 -14.578
C -7.263 -18.172 -2.104
C -6.189 -12.857 -11.600
C -6.599 -19.309 -2.541
C -6.555 -18.748 -10.835
C -6.973 -23.414 -7.635
C -8.180 -22.870 -7.270
C -5.510 -14.057 -11.616
C -6.691 -18.545 -4.805
C -9.550 -19.915 -13.736
C -7.268 -20.615 -7.694
C -9.440 -16.263 -11.981
C -8.796 -20.721 -12.651
C -7.616 -16.267 -5.277
C -6.053 -21.227 -8.029
H -11.694 -20.015 -15.742
H -7.492 -11.543 -10.512
H -4.940 -23.080 -8.196
H -10.614 -20.529 -17.012
H -11.499 -19.106 -14.001
H -10.142 -16.724 -6.920
H -5.321 -15.976 -10.685
H -7.682 -15.245 -4.870
H -7.877 -18.878 -13.798
H -7.934 -22.010 -14.995
H -10.254 -19.088 -16.102
H -9.248 -21.024 -6.969
H -11.055 -17.800 -8.015
H -5.673 -18.141 -10.712
H -7.900 -20.452 -15.831
H -6.315 -20.057 -1.779
H -11.421 -20.255 -12.746
H -8.983 -16.665 -11.070
H -8.166 -16.318 -2.722
H -5.194 -20.603 -8.307
H -11.778 -16.887 -14.321
H -10.302 -18.534 -11.233
H -11.527 -21.892 -14.060
H -6.001 -12.148 -12.415
H -8.165 -14.545 -11.877
H -8.037 -21.344 -13.090
H -8.713 -21.832 -16.525
H -9.197 -20.225 -9.879
H -5.806 -20.403 -4.202
H -9.454 -21.377 -12.088
H -4.885 -14.324 -12.469
H -10.774 -18.322 -6.334
H -7.495 -18.045 -1.058
H -8.967 -23.512 -6.942
H -11.926 -18.223 -11.744
H -10.897 -22.659 -15.478
H -7.919 -13.666 -7.722
H -10.001 -22.818 -13.962
H -10.948 -14.696 -15.112
*
```

## Properties
Energy = -3492.94843 Eh
HOMO energy = -8.2 eV

Formally, the Löwdin partial charges of the atoms, in units of the elementary charge, are as follows: Ti 1.14; Cl 0.66; F 0.05; O -0.18; O 0.06; O -0.34; O -0.17; O 0.01; N 0.07; N -0.08; N -0.01; N 0.14; N -0.06; C -0.04; C -0.23; C -0.03; C -0.14; C -0.09; C -0.26; C -0.02; C 0.00; C -0.05; C -0.11; C -0.51; C -0.02; C -0.11; C -0.03; C -0.36; C -0.09; C -0.11; C -0.09; C -0.15; C -0.05; C -0.08; C -0.65; C -0.04; C -0.10; C -0.11; C -0.08; C -0.14; C -0.31; C -0.02; C -0.09; C -0.31; C -0.42; C -0.22; C -0.03; C -0.03; C -0.03; C -0.11; H 0.08; H 0.12; H 0.12; H 0.09; H 0.09; H 0.08; H 0.10; H 0.15; H 0.09; H 0.08; H 0.09; H 0.09; H 0.09; H 0.12; H 0.09; H 0.11; H 0.11; H 0.11; H 0.11; H 0.10; H 0.11; H 0.09; H 0.08; H 0.11; H 0.08; H 0.12; H 0.08; H 0.15; H 0.12; H 0.14; H 0.11; H 0.10; H 0.10; H 0.11; H 0.12; H 0.08; H 0.07; H 0.09; H 0.10

***

(3)
This record from OMol25 describes a structure of composition C37H39N5OP2V. The level of theory is wB97M-V/def2-TZVPD.

Structure (ORCA input):
```
! wB97M-V def2-TZVPD RIJCOSX def2/J DEFGRID3
* xyz 2 2
V 1.132 -0.366 0.336
P -0.192 1.368 2.125
P 1.790 1.954 0.134
O -0.043 -0.490 -1.204
N 0.908 2.555 1.441
N 0.094 -0.525 -3.452
N 6.823 -3.487 -0.397
N -1.687 0.531 -2.378
N 2.298 -2.024 -0.153
C 0.385 -1.253 2.892
C -1.834 2.592 3.934
C 4.244 -3.393 -0.228
C 5.054 4.410 0.379
C 6.093 3.515 0.612
C 2.537 -2.208 3.404
C 3.470 -4.539 -0.075
C -0.535 2.139 3.720
C 1.226 2.677 -1.430
C 5.831 2.156 0.686
C 1.160 -2.334 3.319
C -0.213 4.098 -2.748
C 3.150 -0.999 3.076
C 0.492 3.759 -3.893
C -1.181 3.449 6.076
C 4.529 1.699 0.540
C 1.555 2.866 -3.814
C -0.435 -0.226 -4.789
C 3.477 2.584 0.320
C 0.663 3.977 1.744
C 0.153 3.558 -1.521
C 1.916 2.325 -2.590
C -2.156 3.252 5.113
C 1.368 -1.221 -3.359
C -2.324 0.897 -3.651
C -2.369 0.903 -1.146
C 2.380 0.086 2.684
C 2.095 -4.407 0.023
C 3.759 3.949 0.225
C 0.984 -0.020 2.604
C -1.941 -0.093 -4.729
C 5.679 -3.453 -0.333
C -0.546 -0.151 -2.341
C 3.623 -2.153 -0.260
C 0.117 2.989 5.871
C 1.554 -3.136 -0.028
C 0.441 2.332 4.698
H 1.083 4.248 2.713
H 2.073 -0.676 -2.728
H -2.391 -1.065 -4.521
H -0.142 -1.045 -5.443
H 1.455 1.981 4.547
H 7.105 3.880 0.724
H -0.696 -1.340 2.848
H -3.164 3.605 5.279
H -1.671 1.281 -0.405
H -0.406 4.196 1.762
H 2.854 1.045 2.508
H -2.910 0.056 -0.718
H -0.415 3.821 -0.640
H -2.321 0.250 -5.691
H 1.783 -1.281 -4.362
H 0.030 0.690 -5.165
H -3.401 0.895 -3.483
H 3.945 -5.510 -0.040
H 4.336 0.635 0.612
H 1.120 4.605 0.984
H -2.600 2.433 3.184
H 0.675 -3.262 3.590
H 1.453 -5.269 0.125
H 4.194 -1.243 -0.385
H -1.428 3.958 6.997
H -2.026 1.914 -3.916
H 2.770 1.654 -2.545
H 0.871 3.143 6.631
H 4.225 -0.893 3.153
H -3.078 1.692 -1.388
H 1.247 -2.233 -2.971
H 3.138 -3.043 3.738
H 6.639 1.457 0.851
H 2.115 2.610 -4.703
H 0.221 4.198 -4.844
H 2.979 4.663 -0.004
H 0.477 -2.996 0.015
H -1.039 4.795 -2.799
H 5.261 5.468 0.304
*
```

## Properties
Energy = -3408.61330 Eh
HOMO energy (spin up / spin down) = -13.5 / -13.0 eV
Expectation value of S² = 0.90

Formally, the Löwdin partial charges of the atoms, in units of the elementary charge, are as follows: V 0.66; P 1.04; P 0.94; O -0.15; N -0.49; N -0.05; N 0.21; N -0.05; N -0.04; C -0.10; C -0.10; C -0.17; C -0.05; C -0.05; C -0.04; C 0.04; C -0.39; C -0.34; C -0.06; C -0.05; C -0.06; C -0.04; C -0.06; C -0.05; C -0.11; C -0.07; C -0.12; C -0.33; C -0.12; C -0.08; C -0.10; C -0.06; C -0.01; C -0.12; C -0.01; C -0.14; C 0.00; C -0.07; C -0.48; C -0.13; C -0.15; C -0.42; C -0.05; C -0.05; C -0.11; C -0.08; H 0.09; H 0.07; H 0.13; H 0.13; H 0.11; H 0.12; H 0.12; H 0.12; H 0.03; H 0.08; H 0.09; H 0.11; H 0.10; H 0.13; H 0.10; H 0.13; H 0.13; H 0.14; H 0.07; H 0.06; H 0.10; H 0.12; H 0.13; H 0.12; H 0.12; H 0.12; H 0.11; H 0.12; H 0.13; H 0.10; H 0.10; H 0.12; H 0.11; H 0.12; H 0.12; H 0.10; H 0.13; H 0.12; H 0.12

***

(4)
This record from OMol25 describes a structure of composition C37H40Cl2FN6O4S2Ti. The level of theory is wB97M-V/def2-TZVPD.

Structure (ORCA input):
```
! wB97M-V def2-TZVPD RIJCOSX def2/J DEFGRID3
* xyz 1 1
Ti 0.316 1.196 -0.899
Cl 2.191 0.663 -5.293
Cl -0.607 1.781 -5.510
S -2.616 -3.403 -2.364
S 1.580 3.415 -0.951
F 2.851 -0.740 -2.457
O 0.544 0.615 -2.555
O -2.943 1.323 -1.253
O -0.655 -0.954 -3.457
O -1.228 2.619 -1.914
N -4.203 -3.705 -0.249
N -0.563 2.533 0.774
N 0.226 5.688 -0.385
N -0.409 3.907 0.700
N -0.880 -0.042 0.577
N 1.777 0.094 0.038
C 0.430 4.402 -0.225
C -5.545 -0.701 -2.762
C -3.137 -4.160 -0.858
C -1.508 0.559 1.643
C 2.185 -2.693 -0.645
C -5.828 -1.901 -0.656
C 3.798 1.527 0.223
C 1.449 -1.446 3.397
C 1.714 -0.467 2.456
C -1.025 -1.353 0.398
C 5.009 1.985 -0.266
C -4.035 -2.380 -2.196
C 4.772 0.591 -2.231
C 3.318 1.041 3.552
C -4.742 -2.689 -0.999
C -1.881 2.766 2.904
C -3.827 2.362 -1.817
C 1.467 -3.913 -1.062
C 0.824 1.379 3.928
C 3.575 0.143 -1.715
C 3.035 0.595 -0.495
C -6.205 -0.949 -1.574
C 5.482 1.518 -1.493
C -1.655 -2.154 1.341
C 0.093 -0.001 -3.577
C 1.507 -2.839 3.088
C -1.202 1.997 1.718
C -2.293 -1.569 2.414
C 1.886 -2.187 0.801
C 3.676 -2.796 -0.729
C 1.921 0.952 2.903
C -1.675 1.583 -1.422
C -4.459 -1.490 -3.134
C -2.189 -0.193 2.579
C 1.761 -3.168 1.816
C 1.816 -0.850 1.123
C 0.464 0.442 -5.013
H 1.834 -4.865 -0.590
H 5.550 2.714 0.317
H -2.491 3.590 2.598
H -7.146 -0.396 -1.425
H 4.045 0.649 2.864
H -2.496 2.074 3.453
H 1.964 -4.177 1.523
H 4.158 -1.912 -0.326
H 1.808 -1.954 -1.336
H -3.850 -1.260 -4.025
H 3.456 1.932 1.144
H -2.512 -4.897 -0.503
H -3.957 3.034 -1.011
H -2.818 -2.206 3.106
H -6.328 -2.042 0.311
H -1.723 -3.204 1.198
H 3.990 -3.691 -0.137
H -2.629 0.191 3.486
H 3.316 0.508 4.499
H -3.353 2.809 -2.652
H 0.939 0.855 4.922
H -0.524 -1.782 -0.442
H 4.123 -2.861 -1.719
H 5.209 0.080 -3.117
H 1.880 1.564 2.050
H 1.361 -3.921 -2.146
H 6.406 1.940 -1.934
H -5.915 -0.023 -3.484
H -0.163 1.193 3.571
H -1.071 3.137 3.516
H 0.935 2.383 4.284
H 3.686 2.063 3.773
H -0.576 6.197 -0.008
H 0.836 6.172 -1.057
H 1.224 -1.206 4.445
H -0.893 4.441 1.419
H 0.247 -0.321 -5.691
H 1.408 -3.623 3.814
H 0.425 -3.992 -0.677
H -4.714 1.870 -2.231
*
```

## Properties
Energy = -4729.36137 Eh
HOMO energy = -10.7 eV

Formally, the Löwdin partial charges of the atoms, in units of the elementary charge, are as follows: Ti 0.92; Cl 0.65; Cl 0.63; S 1.05; S 0.87; F 0.02; O -0.15; O -0.02; O 0.08; O -0.04; N 0.06; N 0.01; N 0.15; N 0.03; N 0.06; N -0.04; C -0.79; C -0.11; C -0.44; C -0.19; C -0.40; C -0.02; C -0.09; C -0.01; C -0.16; C -0.06; C -0.07; C -0.47; C -0.01; C -0.04; C -0.33; C 0.03; C 0.03; C -0.08; C -0.05; C -0.23; C -0.25; C -0.10; C -0.07; C -0.01; C -0.66; C -0.06; C -0.23; C 0.00; C -0.12; C -0.05; C -0.34; C -0.46; C -0.09; C 0.01; C -0.05; C -0.20; C -0.98; H 0.10; H 0.11; H 0.08; H 0.12; H 0.07; H 0.07; H 0.11; H 0.08; H 0.10; H 0.13; H 0.08; H 0.04; H 0.09; H 0.13; H 0.12; H 0.10; H 0.11; H 0.12; H 0.09; H 0.08; H 0.10; H 0.11; H 0.09; H 0.14; H 0.07; H 0.09; H 0.12; H 0.09; H 0.02; H 0.08; H 0.07; H 0.09; H 0.14; H 0.14; H 0.11; H 0.16; H 0.03; H 0.11; H 0.07; H 0.09